A structure of composition C13H23N4O2P2Yb. Source: the Open Molecules 2025 dataset; level of theory: ωB97M-V with the def2-TZVPD basis set.

Last column: Mulliken spin population.
CARTESIAN COORDINATES (ANGSTROEM)
Yb (0.188, 0.689, 1.376)  1.00
P (-2.408, 0.072, 0.445)  0.00
C (-2.140, 0.517, -1.353)  0.00
C (-0.842, 1.174, -1.726)  0.00
N (0.246, 0.939, -0.948)  0.00
C (1.484, 1.251, -1.394)  0.00
C (1.649, 1.946, -2.583)  0.00
C (0.541, 2.255, -3.367)  0.00
C (-0.718, 1.828, -2.949)  0.00
C (2.681, 0.867, -0.545)  0.00
P (2.506, -0.688, 0.468)  0.00
H (-1.627, 2.004, -3.525)  0.00
H (2.651, 2.237, -2.876)  0.00
H (0.640, 2.808, -4.296)  0.00
H (3.546, 0.699, -1.200)  0.00
H (2.951, 1.695, 0.137)  0.00
H (-2.088, -0.461, -1.818)  0.00
H (-3.011, 1.007, -1.839)  0.00
H (-1.344, -2.525, -1.990)  0.00
O (-2.156, -2.320, -2.486)  0.00
H (-1.871, -2.302, -3.399)  0.00
H (-0.621, -2.556, 0.216)  0.00
O (-0.388, -3.088, -0.542)  0.00
H (0.583, -3.109, -0.620)  0.00
C (3.124, -1.914, -0.740)  0.00
H (4.153, -1.674, -1.038)  0.00
H (3.104, -2.910, -0.272)  0.00
H (2.484, -1.943, -1.632)  0.00
C (4.010, -0.500, 1.493)  0.00
H (4.054, -1.359, 2.180)  0.00
H (4.917, -0.467, 0.875)  0.00
H (3.938, 0.416, 2.100)  0.00
C (-3.320, 1.571, 0.989)  0.00
H (-4.321, 1.628, 0.533)  0.00
H (-3.414, 1.464, 2.081)  0.00
H (-2.759, 2.494, 0.782)  0.00
C (-3.814, -1.070, 0.223)  0.00
H (-4.141, -1.345, 1.235)  0.00
H (-4.650, -0.608, -0.319)  0.00
H (-3.501, -1.979, -0.308)  0.00
N (-0.072, 1.281, 3.531)  0.00
C (-0.099, 1.185, 4.703)  0.00
N (-0.134, 1.217, 5.976)  0.00
C (-0.043, 0.209, 6.808)  0.00
N (0.029, -0.636, 7.613)  0.00

For the calculated total energy, the calculation gives -2719.49229 a.u. The spin multiplicity is 2. The value obtained for the HOMO energy (alpha / beta) is -14.3 / -14.2 eV. The LUMO energy (alpha / beta) is -7.9156 / -9.6713 eV. The expectation value of S² is 0.7509. The charge is +2. Its energy above the lowest of the compared OMol25 structures with the same formula, charge and spin is 0.0000 eV.

=====

A cluster of 2 separate species, C4H12 in total. Source: the Open Molecules 2025 dataset; level of theory: ωB97M-V with the def2-TZVPD basis set.

Last column: Mulliken charge in e.
CARTESIAN COORDINATES (ANGSTROEM)
C (1.055, -0.334, -1.638)  -0.72
C (0.261, 0.694, -2.516)  -0.64
H (0.562, -0.579, -0.725)  -0.04
H (1.113, -1.302, -1.998)  0.40
H (2.082, -0.045, -1.436)  0.28
H (-0.091, 0.175, -3.401)  0.29
H (0.785, 1.727, -2.539)  0.26
H (-0.669, 0.780, -1.856)  0.16
C (-0.719, -0.802, 2.407)  -0.82
C (-0.486, 0.444, 1.600)  -0.93
H (-1.354, -1.455, 1.885)  0.28
H (0.020, -1.404, 2.889)  0.33
H (-1.319, -0.272, 3.251)  0.22
H (-1.362, 0.585, 1.027)  0.29
H (0.358, 0.404, 1.021)  0.22
H (-0.236, 1.384, 2.027)  0.45

For the calculated total energy, the calculation gives -159.52849 a.u. As for the SMILES: CC.CC. The value obtained for the HOMO energy is -10.9 eV. The LUMO energy is 1.1095 eV. Its energy above the lowest of the compared OMol25 structures with the same formula, charge and spin is 1.5370 eV.

=====

A structure of composition C21H36P2Tc. Source: the Open Molecules 2025 dataset; level of theory: ωB97M-V with the def2-TZVPD basis set.

Last column: Mulliken spin population.
CARTESIAN COORDINATES (ANGSTROEM)
P (0.215, -2.351, 0.521)  -0.01
P (-0.013, 2.321, 0.915)  0.14
C (1.252, -0.104, -0.397)  0.62
C (1.391, 1.324, 0.141)  0.18
H (0.927, -0.158, -1.520)  -0.24
H (2.275, -0.584, -0.562)  -0.08
H (2.114, 1.214, 0.962)  0.00
H (1.866, 2.007, -0.608)  0.00
C (-1.623, 3.190, 0.554)  0.02
H (-1.812, 4.020, 1.267)  0.00
H (-2.498, 2.516, 0.608)  -0.01
H (-1.562, 3.608, -0.460)  0.01
C (1.181, 3.586, 1.477)  0.05
H (1.123, 4.421, 0.779)  0.00
H (2.181, 3.164, 1.402)  0.01
H (1.030, 3.933, 2.493)  -0.01
C (-0.636, -3.932, 0.160)  0.00
H (-0.300, -4.627, 0.940)  0.00
H (-0.352, -4.299, -0.827)  0.00
H (-1.723, -3.810, 0.225)  0.00
C (1.953, -2.921, 0.497)  0.01
H (2.618, -2.113, 0.780)  -0.01
H (2.259, -3.345, -0.459)  0.00
H (1.997, -3.702, 1.258)  0.00
Tc (-0.548, -0.585, -0.956)  0.44
C (0.116, 1.059, -2.708)  0.10
C (-1.184, 0.843, -2.194)  -0.04
C (-2.189, 0.229, -3.133)  0.02
C (-1.787, -1.214, -3.479)  0.00
C (-1.002, -1.829, -2.333)  0.06
C (0.384, -1.900, -2.397)  -0.06
C (1.248, -1.158, -3.437)  0.01
C (0.776, 0.293, -3.797)  0.00
C (0.103, -2.170, 2.284)  0.00
H (0.676, 1.969, -2.446)  0.01
H (-1.602, 1.630, -1.584)  0.02
H (-2.326, 0.813, -4.048)  0.00
H (-3.166, 0.201, -2.636)  0.00
H (-2.711, -1.802, -3.639)  0.00
H (-1.246, -1.268, -4.444)  0.00
H (-1.551, -2.558, -1.790)  0.01
H (0.957, -2.732, -1.966)  0.00
H (1.369, -1.715, -4.394)  0.00
H (2.291, -1.112, -3.036)  0.00
H (1.712, 0.799, -4.103)  0.00
H (0.173, 0.233, -4.720)  0.01
H (0.901, -1.493, 2.635)  0.00
H (0.281, -3.183, 2.690)  0.00
H (-0.865, -1.792, 2.645)  0.00
C (-0.491, 1.548, 5.037)  0.25
C (-1.634, 1.422, 4.272)  0.17
C (-1.593, 1.290, 2.901)  0.27
C (-0.318, 1.261, 2.271)  0.29
C (0.818, 1.087, 3.078)  0.46
C (0.750, 1.421, 4.420)  0.18
H (-0.537, 1.783, 6.139)  0.02
H (-2.643, 1.466, 4.777)  0.00
H (-2.509, 1.325, 2.302)  0.02
H (1.801, 0.869, 2.660)  0.08
H (1.687, 1.612, 4.983)  0.00

For the calculated total energy, the calculation gives -1584.32368 a.u. The spin multiplicity is 4. The value obtained for the HOMO energy (alpha / beta) is -11.9 / -14.0 eV. The LUMO energy (alpha / beta) is -6.3625 / -9.9623 eV. The expectation value of S² is 3.7802. The charge is +2. Its energy above the lowest of the compared OMol25 structures with the same formula, charge and spin is 2.3665 eV.

=====

A structure of composition C12H30IN2O4. Source: the Open Molecules 2025 dataset; level of theory: ωB97M-V with the def2-TZVPD basis set.

Last column: Mulliken charge in e.
CARTESIAN COORDINATES (ANGSTROEM)
I (30.286, 15.647, -14.601)  -0.57
C (27.854, 15.411, -16.304)  -0.95
O (28.294, 14.090, -16.250)  0.01
C (27.273, 13.189, -16.738)  -0.97
C (27.925, 11.833, -17.200)  -0.03
N (28.383, 10.975, -16.075)  -0.24
C (29.139, 9.838, -16.548)  -0.99
C (30.407, 10.141, -17.298)  -0.73
O (31.301, 10.961, -16.610)  -0.12
C (32.584, 11.021, -17.360)  -0.70
H (27.742, 15.858, -17.291)  0.34
H (28.588, 16.065, -15.833)  0.14
H (26.890, 15.607, -15.835)  0.32
H (26.731, 13.644, -17.567)  0.46
H (26.513, 12.975, -15.987)  0.32
H (28.786, 11.984, -17.851)  -0.19
H (27.215, 11.239, -17.775)  0.44
H (27.551, 10.497, -15.759)  0.26
H (28.572, 9.151, -17.176)  0.40
H (29.450, 9.220, -15.706)  0.37
H (30.261, 10.317, -18.364)  0.39
H (30.949, 9.195, -17.312)  0.50
H (32.468, 11.644, -18.246)  0.21
H (33.019, 10.067, -17.659)  0.40
H (33.273, 11.550, -16.702)  0.26
C (29.419, 13.753, -11.159)  -0.89
O (30.128, 13.078, -12.184)  -0.19
C (31.501, 13.246, -11.955)  -0.71
C (32.340, 12.630, -13.128)  -0.99
N (32.082, 13.403, -14.320)  0.26
C (33.037, 13.161, -15.381)  -0.92
C (32.604, 13.862, -16.689)  -1.55
O (31.394, 13.336, -17.193)  0.20
C (31.057, 13.827, -18.472)  -0.98
H (29.787, 14.744, -10.893)  0.33
H (29.632, 13.168, -10.264)  0.37
H (28.368, 13.928, -11.390)  0.23
H (31.794, 12.702, -11.057)  0.43
H (31.865, 14.273, -11.911)  0.39
H (32.194, 11.561, -13.283)  0.26
H (33.409, 12.684, -12.927)  0.41
H (31.910, 14.375, -14.105)  -0.01
H (33.213, 12.121, -15.657)  0.24
H (33.965, 13.587, -15.001)  0.64
H (33.346, 13.464, -17.381)  0.53
H (32.728, 14.941, -16.596)  0.73
H (31.713, 13.452, -19.257)  0.40
H (30.980, 14.914, -18.446)  0.28
H (30.042, 13.488, -18.677)  0.19

For the calculated total energy, the calculation gives -1183.20307 a.u. The value obtained for the HOMO energy is -2.8 eV. The LUMO energy is 3.0873 eV. The charge is -1. Its energy above the lowest of the compared OMol25 structures with the same formula, charge and spin is 4.8264 eV.

=====

An isolated molecule of CH2O3S. Source: the Open Molecules 2025 dataset; level of theory: ωB97M-V with the def2-TZVPD basis set.

Last column: Mulliken charge in e.
CARTESIAN COORDINATES (ANGSTROEM)
C (0.373, 0.139, 0.258)  0.13
O (-2.280, 0.738, 0.359)  -0.51
O (-0.612, -1.189, 0.307)  -0.33
O (1.516, -0.017, -0.416)  -0.46
S (-1.305, 0.020, -0.486)  0.48
H (0.605, 0.341, 1.325)  0.33
H (1.703, -0.032, -1.347)  0.35

For the calculated total energy, the calculation gives -663.12031 a.u. The value obtained for the HOMO energy is -9.8 eV. The LUMO energy is 0.2553 eV. Its energy above the lowest of the compared OMol25 structures with the same formula, charge and spin is 1.4303 eV.

=====

Please write out number 4 again, unchanged.
A structure of composition C12H30IN2O4. Source: the Open Molecules 2025 dataset; level of theory: ωB97M-V with the def2-TZVPD basis set.

Last column: Mulliken charge in e.
CARTESIAN COORDINATES (ANGSTROEM)
I (30.286, 15.647, -14.601)  -0.57
C (27.854, 15.411, -16.304)  -0.95
O (28.294, 14.090, -16.250)  0.01
C (27.273, 13.189, -16.738)  -0.97
C (27.925, 11.833, -17.200)  -0.03
N (28.383, 10.975, -16.075)  -0.24
C (29.139, 9.838, -16.548)  -0.99
C (30.407, 10.141, -17.298)  -0.73
O (31.301, 10.961, -16.610)  -0.12
C (32.584, 11.021, -17.360)  -0.70
H (27.742, 15.858, -17.291)  0.34
H (28.588, 16.065, -15.833)  0.14
H (26.890, 15.607, -15.835)  0.32
H (26.731, 13.644, -17.567)  0.46
H (26.513, 12.975, -15.987)  0.32
H (28.786, 11.984, -17.851)  -0.19
H (27.215, 11.239, -17.775)  0.44
H (27.551, 10.497, -15.759)  0.26
H (28.572, 9.151, -17.176)  0.40
H (29.450, 9.220, -15.706)  0.37
H (30.261, 10.317, -18.364)  0.39
H (30.949, 9.195, -17.312)  0.50
H (32.468, 11.644, -18.246)  0.21
H (33.019, 10.067, -17.659)  0.40
H (33.273, 11.550, -16.702)  0.26
C (29.419, 13.753, -11.159)  -0.89
O (30.128, 13.078, -12.184)  -0.19
C (31.501, 13.246, -11.955)  -0.71
C (32.340, 12.630, -13.128)  -0.99
N (32.082, 13.403, -14.320)  0.26
C (33.037, 13.161, -15.381)  -0.92
C (32.604, 13.862, -16.689)  -1.55
O (31.394, 13.336, -17.193)  0.20
C (31.057, 13.827, -18.472)  -0.98
H (29.787, 14.744, -10.893)  0.33
H (29.632, 13.168, -10.264)  0.37
H (28.368, 13.928, -11.390)  0.23
H (31.794, 12.702, -11.057)  0.43
H (31.865, 14.273, -11.911)  0.39
H (32.194, 11.561, -13.283)  0.26
H (33.409, 12.684, -12.927)  0.41
H (31.910, 14.375, -14.105)  -0.01
H (33.213, 12.121, -15.657)  0.24
H (33.965, 13.587, -15.001)  0.64
H (33.346, 13.464, -17.381)  0.53
H (32.728, 14.941, -16.596)  0.73
H (31.713, 13.452, -19.257)  0.40
H (30.980, 14.914, -18.446)  0.28
H (30.042, 13.488, -18.677)  0.19

For the calculated total energy, the calculation gives -1183.20307 a.u. The value obtained for the HOMO energy is -2.8 eV. The LUMO energy is 3.0873 eV. The charge is -1. Its energy above the lowest of the compared OMol25 structures with the same formula, charge and spin is 4.8264 eV.